Record 1
Below is a cluster of 3 separate species, C22H49N2O9 in total, with properties calculated with ωB97M-V/def2-TZVPD.

```
82
Properties=species:S:1:pos:R:3:forces:R:3
H 3.953 -2.538 -4.594 0.0067 -0.0109 0.0125
H 3.243 -1.569 4.487 0.1100 0.2009 -0.1259
H -2.427 -0.294 3.566 -0.0163 0.0764 -0.0524
H -2.628 -4.092 5.013 0.0315 0.0150 0.0475
O -2.353 0.925 -4.791 0.0454 0.1527 0.0993
H -4.122 5.317 -4.001 -0.0093 -0.0024 0.0150
H -1.210 -1.906 5.764 0.1342 0.1134 0.0965
H -5.058 4.504 -7.271 0.0191 0.0043 -0.0118
C 2.041 -1.038 2.769 0.1045 0.1159 0.1967
H 3.328 -2.131 -0.759 -0.0096 -0.0047 0.0033
H 1.285 -0.734 -0.577 0.0004 -0.0034 0.0509
H -0.519 0.354 -5.432 -0.0182 -0.0144 -0.0245
H 2.103 -2.650 6.396 -0.0317 -0.0047 0.0594
C 0.846 -4.238 6.355 0.2617 -0.0089 0.0246
C 0.981 1.577 -1.333 0.1023 0.0733 0.0241
C 1.559 -2.848 4.451 0.0130 0.0968 0.0641
H -1.897 -3.067 3.767 -0.0081 0.0652 -0.0329
C 0.318 1.311 3.941 0.0759 -0.1033 0.1863
C -2.800 -3.226 4.362 0.0910 -0.1665 -0.1060
H -2.554 5.619 -4.789 -0.0191 0.0492 0.0527
N 1.896 -3.412 5.767 -0.0314 -0.0270 -0.0622
C 1.552 0.919 4.757 -0.1869 0.0006 0.0904
O 4.518 -0.575 -4.256 0.0061 -0.0817 0.1601
C -3.292 4.844 -4.541 0.0184 0.0195 -0.1179
C -3.312 0.728 -3.768 0.0287 -0.0563 -0.1346
H 1.935 -3.498 3.657 -0.0129 -0.0984 0.0521
H 1.971 -0.406 -3.690 0.1342 0.0433 0.0110
H -3.948 -0.130 -4.031 -0.0048 -0.0308 0.0926
C -1.221 0.095 -4.641 0.0201 0.0142 -0.0221
H 0.244 -4.684 5.564 -0.0265 -0.0073 -0.0319
H 1.279 -5.058 6.934 -0.0256 0.0067 0.0448
H -5.029 1.666 -2.973 -0.0086 0.0010 -0.0129
H -1.484 -0.965 -4.731 0.0118 -0.0115 0.0380
H 5.874 -0.940 -5.785 0.0211 -0.0359 0.0026
C -2.025 -1.263 5.416 -0.1215 -0.1621 -0.0964
C -4.735 5.041 -6.381 0.0741 -0.0193 -0.0356
H 1.537 1.526 5.671 -0.0052 -0.0854 0.0365
O -3.763 4.253 -5.740 -0.1250 -0.1113 0.1308
N 1.538 -0.495 5.186 0.3399 0.1253 -0.1751
H -3.611 -3.471 3.675 -0.0676 0.0397 0.0526
C -4.185 1.950 -3.607 -0.0867 -0.0340 0.0153
C 3.095 -1.376 -1.511 0.0029 0.0103 0.1061
C 2.178 -1.470 4.253 -0.2392 -0.2744 0.2300
H 4.037 -0.964 -1.881 -0.0407 0.0773 -0.0557
H -2.324 -0.626 6.249 -0.1622 0.0054 0.0106
H 1.516 -1.993 -4.327 -0.0061 0.0297 -0.0440
H -2.817 0.513 -2.814 0.0129 0.0066 0.0125
H -1.737 1.721 4.439 -0.0376 0.0493 0.1957
H -4.329 6.014 -6.683 -0.0308 0.0213 0.0151
H 2.757 -0.032 0.107 -0.1410 -0.1009 0.0994
H 0.352 0.821 2.969 -0.0063 0.0697 -0.0867
H 0.375 2.391 3.773 0.0087 0.0217 -0.0441
H 0.177 -3.674 7.015 -0.1292 0.0003 -0.0555
H -5.604 5.204 -5.732 0.0125 0.0428 -0.0029
C -1.568 -0.418 4.227 0.3010 -0.0362 0.2847
C 5.810 -0.914 -4.689 -0.0404 0.0656 -0.0124
H -0.734 0.263 -3.675 -0.0037 -0.0655 0.0037
H 6.118 -1.889 -4.291 0.0031 -0.0124 -0.0438
H -2.087 4.366 -2.875 0.0244 -0.0033 -0.0036
O 2.409 -2.084 -2.548 0.1154 -0.0627 -0.0613
O -3.559 3.018 -2.917 -0.0480 0.0608 0.0070
H 0.907 2.411 -2.034 0.0167 0.0128 0.0108
C 2.268 -0.321 -0.827 0.1426 0.2031 -0.0711
H -0.788 -0.943 3.676 -0.1176 -0.0798 -0.1540
O 2.122 0.832 -1.672 -0.1758 -0.2040 -0.2143
H -1.930 3.208 -4.199 -0.0641 -0.0121 -0.0866
H 0.478 -2.773 4.313 -0.0503 0.1097 -0.0190
C 3.544 -1.522 -4.658 0.0426 0.0856 -0.0599
C 2.301 -1.442 -3.798 -0.2070 0.0064 0.0071
C -2.641 3.819 -3.640 0.1056 -0.0214 0.0551
C -0.993 0.951 4.656 -0.0068 -0.1624 -0.4025
H -4.582 2.273 -4.572 0.1030 -0.0025 -0.0548
O -3.154 -2.089 5.114 0.0244 0.1595 0.0093
H 2.083 -0.513 6.039 -0.0979 -0.0839 0.0699
H 6.492 -0.153 -4.314 -0.0038 0.0156 -0.0145
O 2.963 -0.329 2.321 0.3506 0.1751 -0.0259
H 1.046 1.970 -0.312 -0.0523 -0.0262 0.0157
H 2.461 1.180 4.210 0.0383 -0.0563 -0.1049
H 0.069 0.968 -1.413 -0.0039 0.0125 0.0635
H 3.269 -1.323 -5.705 -0.0158 -0.0882 -0.0142
O 1.010 -1.415 2.183 -0.4186 -0.2001 -0.2650
H -0.814 0.938 5.734 -0.0406 0.1185 0.0829
```
Positions in Å, forces in eV/Å.

Computed properties:
LUMO energy   0.086 Ha
E_HOMO   -4.9 eV
Charge   -1
Energy relative to the best compared isomer or geometry (same formula, charge and spin)   0.102 eV
Gap between HOMO and LUMO   7.23 eV

Atomic partial charges in e from the Mulliken method, atoms 1 to 2: 0.35 0.22

Record 2
Below is a structure of composition C10H14BClCrN6O4 at a distorted geometry, with properties calculated with ωB97M-V/def2-TZVPD.

```
37
Properties=species:S:1:pos:R:3:forces:R:3
C -1.272 0.169 -3.514 -0.6847 -0.3316 0.8676
O -0.024 0.003 3.161 -0.0469 -0.0466 1.1282
H 1.042 3.614 -2.276 -0.1627 -0.0741 0.5576
C 0.758 3.264 -1.280 0.1591 0.1494 -0.3857
H -2.850 -3.280 1.909 0.3772 0.1996 -0.0339
H 2.552 -2.225 0.981 -0.2902 0.3446 -0.3622
B 0.771 0.827 -2.108 -0.6093 -0.3453 0.8695
H 0.563 5.008 0.028 -0.0158 -0.1985 0.1442
N -0.629 0.248 -2.339 -0.4293 -0.4355 0.0878
C -2.544 -0.655 -1.882 0.3996 0.3451 -0.9482
O -0.008 -1.361 5.174 -0.0478 -0.0917 -0.6118
Cl -0.013 -0.004 4.715 0.4114 0.2034 -0.5648
N 1.627 -0.311 -1.491 0.2788 -0.4805 1.1015
H 1.255 1.217 -3.127 0.0196 0.0273 0.0157
H -0.022 3.116 1.905 0.1091 -0.4806 -0.4815
H -3.413 -1.100 -1.408 0.5826 0.1265 0.5445
H 2.905 -0.747 -3.080 0.0434 -0.0623 0.2290
Cr -0.139 -0.179 0.677 -1.2187 0.1281 1.9053
H 3.979 -2.516 -1.317 0.3290 -0.2303 0.0009
C -2.145 -2.871 2.644 -0.0269 0.3906 -0.0412
N 0.602 1.961 -1.070 0.2544 -0.1521 0.9071
C 2.630 -0.964 -2.054 0.3636 -0.0308 -0.3347
N 0.266 1.740 0.255 0.3372 1.3555 -0.6557
H -2.495 -3.184 3.634 0.3636 0.2471 -0.1786
O -1.178 0.678 5.191 -0.1394 0.0155 -0.6079
H -0.817 0.515 -4.430 -0.0096 0.0132 0.1387
O 1.171 0.674 5.178 -0.3342 -0.2014 -0.8222
N 1.470 -0.790 -0.207 0.8518 0.0283 -0.6927
C -2.520 -0.396 -3.269 0.8818 0.2672 0.6307
H -1.115 -3.181 2.468 -0.1495 -0.5301 0.0616
H -2.076 -1.773 2.594 -0.5217 -0.2513 0.1683
C 0.218 2.957 0.850 0.1028 -0.3262 -0.6295
N -1.382 -0.269 -1.300 -0.5547 -0.0235 -1.2438
C 3.164 -1.853 -1.141 0.3079 -0.2884 -0.0620
C 0.522 3.936 -0.100 -0.0672 0.4714 0.1858
H -3.279 -0.557 -3.995 -0.4552 -0.2123 -0.2146
C 2.426 -1.713 0.025 -0.4092 0.4802 -0.6731
```
Positions in Å, forces in eV/Å.

Computed properties:
LUMO energy (alpha / beta)   -0.021 / -0.004 Ha
E_HOMO (alpha / beta)   -9.2 / -9.4 eV
2S+1   5
Expectation value of S²   6.012
Gap between HOMO and LUMO (alpha / beta)   8.63 / 9.31 eV

Atomic partial charges in e from the Mulliken method, atoms 1 to 2: -0.12 -0.68